One molecule with the formula C10H20N2O3S at a distorted geometry, computed with ωB97M-V/def2-TZVPD.

## Properties
E in Ha: -1126.2948
Total charge: 0
Energy relative to the best compared isomer or geometry (same formula, charge and spin) in kcal/mol: 132.1
E_HOMO in eV: -8.73
SMILES: CSCC[C@H](N)C(=O)N[C@H](C(=O)O)C(C)C
Kohn-Sham gap in Ha: 0.331

Positions of all 36 atoms, in Å:
C1 -0.11 -0.02 -1.72
C2 0.12 0.89 -0.43
C3 -0.99 -1.29 -1.61
C4 -2.58 -0.88 -1.77
C5 -3.33 -2.54 -3.49
C6 1.50 1.43 1.67
C7 3.04 1.76 1.85
C8 1.06 0.20 2.57
C9 -0.11 -0.73 2.03
C10 0.79 0.88 3.90
H1 1.45 -1.35 -2.14
H2 1.95 0.15 -2.41
H3 -0.72 0.79 -2.34
H4 -0.62 -2.05 -0.82
H5 -1.03 -1.88 -2.62
H6 -2.63 -0.04 -1.02
H7 -2.70 -0.63 -2.84
H8 -2.39 -3.12 -3.71
H9 -3.50 -1.67 -4.15
H10 -4.39 -3.09 -3.64
H11 1.74 -0.30 0.10
H12 0.81 2.31 1.75
H13 1.94 -0.29 2.74
H14 -1.17 -0.39 2.22
H15 0.16 -1.03 1.01
H16 -0.05 -1.56 2.82
H17 0.63 -0.13 4.48
H18 1.79 1.30 4.09
H19 -0.11 1.63 4.09
H20 2.80 1.77 0.11
N1 1.08 -0.50 -2.52
N2 1.36 0.75 0.28
O1 -0.70 1.76 -0.25
O2 3.49 1.65 3.01
O3 3.66 2.11 0.69
S1 -3.68 -2.17 -1.72

***

A 2-piece molecular cluster, C10H20N2O6 overall at a distorted geometry, computed with ωB97M-V/def2-TZVPD.

## Properties
E in Ha: -954.0213
Total charge: 0
Energy relative to the best compared isomer or geometry (same formula, charge and spin) in kcal/mol: 25.2
E_HOMO in eV: -9.67
SMILES: CC[C@H](C)[C@H](N)C(=O)O.N[C@@H](CC(=O)O)C(=O)O
Kohn-Sham gap in Ha: 0.371

Positions of all 38 atoms, in Å:
C1 3.16 -0.42 0.17
C2 4.07 -1.52 -0.28
C3 3.85 0.71 0.92
C4 4.60 1.58 -0.10
C5 -1.33 0.34 0.02
C6 -1.43 -0.64 1.20
C7 -2.68 0.37 -0.71
C8 -2.87 -0.99 -1.39
C9 -3.89 0.68 0.16
C10 -5.12 1.18 -0.61
H1 2.62 -1.59 1.82
H2 1.41 -1.50 0.63
H3 2.69 0.00 -0.71
H4 3.09 1.28 1.34
H5 4.49 0.36 1.76
H6 5.34 2.59 1.37
H7 3.88 -3.00 -1.31
H8 -0.26 -1.06 -0.98
H9 0.61 0.18 -0.50
H10 -1.10 1.31 0.41
H11 -2.59 1.14 -1.49
H12 -2.16 -1.15 -2.18
H13 -3.81 -1.04 -1.80
H14 -2.82 -1.82 -0.70
H15 -4.15 -0.15 0.75
H16 -3.67 1.49 0.84
H17 -4.86 2.00 -1.25
H18 -5.60 0.45 -1.21
H19 -5.85 1.54 0.11
H20 -2.62 0.64 2.06
N1 2.13 -1.01 1.07
N2 -0.28 -0.05 -0.95
O1 5.16 -1.71 0.19
O2 4.44 1.39 -1.28
O3 5.27 2.66 0.38
O4 3.40 -2.26 -1.20
O5 -0.97 -1.76 1.21
O6 -2.16 -0.23 2.24

***

C10H20N2OPYb as an isolated structure at a distorted geometry, computed with ωB97M-V/def2-TZVPD.

## Properties
E in Ha: -2077.6037
Multiplicity: 2
Total charge: 0
E_HOMO (spin up / spin down) in eV: -4.49 / -5.13
Kohn-Sham gap (spin up / spin down) in Ha: 0.154 / 0.173

Positions of all 35 atoms, in Å:
C1 -0.69 1.12 -1.90
C2 -0.52 2.03 -2.96
C3 0.62 2.85 -2.70
C4 1.20 2.47 -1.46
C5 0.47 1.42 -0.89
Yb1 -1.47 -1.06 0.86
P1 -0.48 -3.65 0.77
H1 -1.46 0.34 -1.79
H2 -1.16 2.09 -3.84
H3 0.98 3.64 -3.36
H4 0.65 0.90 0.06
H5 2.09 2.93 -1.01
H6 0.79 -3.89 0.15
H7 -1.19 -4.63 -0.01
H8 -0.25 -4.53 1.89
C6 -2.23 -0.98 3.50
N1 -1.05 -0.57 4.28
C7 -1.15 -0.51 5.73
C8 0.05 -0.31 3.53
O1 -0.09 -0.41 2.25
N2 1.27 0.01 3.98
C9 1.66 0.17 5.38
C10 2.30 0.19 2.96
H9 -3.06 -1.13 4.19
H10 -2.04 -1.96 2.98
H11 -2.52 -0.18 2.78
H12 -0.50 -1.25 6.22
H13 -0.93 0.49 6.11
H14 -2.19 -0.75 5.98
H15 1.53 -0.76 5.95
H16 2.72 0.43 5.38
H17 1.10 0.99 5.86
H18 2.03 1.00 2.28
H19 3.23 0.43 3.48
H20 2.43 -0.73 2.37

***

Number 1 is which compound? C10H20N2O3S